(1)
A 3-piece molecular cluster, C25H38BN6O10P2 overall. Source: OMol25; level of theory: ωB97M-V/def2-TZVPD.

Structure (XYZ):
```
82
C25H38BN6O10P2, DFT ωB97M-V/def2-TZVPD
C 1.101 1.457 3.355
C 0.780 0.434 2.239
P -1.067 0.181 2.025
C -1.755 0.222 3.771
N -1.311 -1.409 1.262
C -0.350 -2.341 1.282
N 0.229 -2.866 2.318
C -0.101 -2.495 3.692
C 0.341 -3.602 4.673
C 1.867 -3.790 4.645
N 2.336 -4.984 4.039
O 2.606 -3.021 5.111
N 0.037 -2.955 0.068
C -1.141 -3.738 -0.364
C -2.491 -2.962 -0.196
B -3.495 -3.653 0.857
N -3.109 -3.894 2.278
O -4.740 -4.024 0.524
C -2.190 -1.432 0.065
N -1.617 -0.965 -1.194
C -2.571 -0.701 -2.299
C -0.674 0.132 -1.192
C 0.760 -0.069 -1.717
O -0.964 1.222 -0.884
P -3.818 -0.578 0.475
O -4.952 -1.072 -0.307
O -3.733 1.012 0.279
O -4.172 -0.827 2.052
H 1.086 0.924 4.312
H 0.428 2.315 3.381
H 2.143 1.761 3.224
H 1.097 0.883 1.290
H 1.335 -0.493 2.416
H -0.974 0.129 4.528
H -2.366 -0.681 3.886
H -2.397 1.088 3.922
H 0.924 -3.592 2.194
H -1.186 -2.431 3.786
H 0.365 -1.575 4.046
H 0.067 -3.314 5.692
H -0.188 -4.539 4.459
H 2.948 -4.765 3.256
H 1.553 -5.531 3.693
H 0.315 -2.260 -0.616
H -0.994 -3.969 -1.420
H -1.163 -4.692 0.175
H -2.990 -3.092 -1.161
H -2.162 -4.254 2.353
H -3.181 -3.036 2.819
H -5.119 -4.551 1.243
H -1.993 -0.720 -3.231
H -3.392 -1.412 -2.366
H -2.967 0.319 -2.210
H 0.659 -0.708 -2.603
H 1.383 -0.547 -0.951
H 1.143 0.882 -2.062
H -4.609 1.313 -0.016
H -5.140 -0.726 2.078
C 5.861 1.044 -4.601
C 4.785 0.292 -4.386
C 3.499 0.899 -3.969
O 2.511 0.215 -3.769
C 3.451 2.368 -3.799
C 4.527 3.121 -4.013
C 5.817 2.520 -4.432
O 6.797 3.203 -4.629
H 6.811 0.623 -4.906
H 4.797 -0.784 -4.505
H 2.502 2.789 -3.493
H 4.513 4.197 -3.893
C 0.728 7.477 -2.492
C 1.624 6.511 -2.303
C 1.273 5.088 -2.511
O 2.093 4.204 -2.336
C -0.111 4.776 -2.937
C -1.008 5.739 -3.127
C -0.659 7.167 -2.920
O -1.475 8.045 -3.094
H 0.964 8.523 -2.345
H 2.640 6.717 -1.992
H -0.346 3.729 -3.083
H -2.024 5.532 -3.438
```

Properties
Net charge: +1
LUMO (eV): -3.37


(2)
A 5-piece molecular cluster, C6H20O6 overall. Source: OMol25; level of theory: ωB97M-V/def2-TZVPD.

Structure (XYZ):
```
32
C6H20O6, DFT ωB97M-V/def2-TZVPD
O -1.724 -2.174 -1.585
C -1.119 -1.152 -1.462
O -0.066 -1.055 -2.361
C -1.226 0.051 -0.438
C 0.197 0.513 -0.371
C 0.191 1.566 -1.483
C -0.527 2.906 -1.241
C 0.110 3.637 0.024
H -0.180 -1.303 -3.274
H -2.003 0.740 -0.957
H -1.733 -0.313 0.421
H 0.864 -0.243 -0.482
H 0.347 0.895 0.733
H -0.191 1.358 -2.596
H 1.204 1.887 -1.722
H -0.504 3.684 -2.217
H -1.510 3.068 -1.174
H -0.620 4.364 0.451
H 1.017 4.184 -0.238
H 0.355 2.975 0.815
H -0.070 1.363 3.646
H 0.282 2.803 3.118
O 0.670 2.009 3.413
H 3.722 -0.386 -0.053
H 2.939 -1.295 -0.662
O 3.428 -1.193 0.156
H -1.004 -2.964 1.945
H -1.408 -3.087 0.486
O -1.761 -2.800 1.301
H 1.055 -1.324 2.680
H 1.616 -2.437 1.970
O 0.711 -2.175 2.443
```

Properties
Net charge: +1
LUMO (alpha / beta) (eV): -4.67 / -9.79
Expectation value of S²: 0.758
2S+1: 2
ΔE to the lowest compared entry with this formula, charge and spin (kJ/mol): 253.4


(3)
A 5-piece molecular cluster, C44H74N4O8S overall. Source: OMol25; level of theory: ωB97M-V/def2-TZVPD.

Structure (XYZ):
```
131
C44H74N4O8S, DFT ωB97M-V/def2-TZVPD
C 1.668 2.117 2.121
O 1.824 2.604 0.801
C 2.319 3.935 0.760
C 1.530 4.836 -0.163
C 1.604 4.452 -1.651
C 0.290 3.910 -2.219
C 0.466 3.629 -3.731
C 0.978 2.218 -3.950
C 1.281 1.924 -5.435
C 0.944 0.547 -5.981
C 1.766 -0.628 -5.439
C 1.394 -1.048 -4.032
C 2.146 -0.742 -2.925
N 3.337 0.015 -2.995
C 4.336 -0.492 -3.599
C 5.321 0.453 -4.250
C 4.619 -1.954 -3.747
C 1.707 -1.151 -1.636
C 0.543 -1.846 -1.485
C 0.095 -2.228 -0.094
C -0.999 -1.302 0.445
O -2.269 -1.979 0.395
C -3.297 -1.101 0.381
O -3.626 -0.494 -0.595
C -0.261 -2.181 -2.617
N -1.419 -2.886 -2.425
C -2.073 -3.167 -3.515
S -3.556 -4.147 -3.277
C -1.659 -2.745 -4.815
C -2.451 -3.103 -6.045
C -1.983 -4.460 -6.588
O -2.646 -5.012 -7.430
N -0.782 -5.027 -6.051
C 0.249 -5.150 -7.094
C -1.089 -6.310 -5.398
N -0.562 -2.063 -5.009
C 0.172 -1.783 -3.889
H 1.848 1.042 2.108
H 0.638 2.265 2.445
H 2.374 2.540 2.830
H 3.374 3.893 0.468
H 2.289 4.375 1.760
H 0.483 4.792 0.138
H 1.930 5.838 -0.026
H 1.853 5.343 -2.229
H 2.370 3.705 -1.857
H 0.077 2.954 -1.737
H -0.557 4.559 -2.005
H 1.196 4.362 -4.076
H -0.473 3.754 -4.269
H 1.906 2.066 -3.398
H 0.288 1.467 -3.562
H 0.670 2.622 -6.015
H 2.318 2.200 -5.631
H 1.160 0.601 -7.051
H -0.113 0.304 -5.910
H 1.530 -1.486 -6.065
H 2.826 -0.431 -5.580
H 6.151 0.703 -3.592
H 5.644 0.045 -5.204
H 4.775 1.369 -4.452
H 5.568 -2.220 -3.288
H 3.845 -2.594 -3.335
H 4.713 -2.186 -4.810
H 2.284 -0.910 -0.756
H -0.297 -3.241 -0.050
H 0.973 -2.172 0.544
H -1.022 -0.347 -0.075
H -0.775 -1.123 1.499
H -3.829 -0.968 1.333
H -3.733 -4.757 -4.455
H -3.515 -3.159 -5.856
H -2.223 -2.365 -6.808
H 0.516 -6.194 -7.251
H 1.155 -4.630 -6.787
H -0.080 -4.736 -8.043
H -1.017 -7.154 -6.087
H -2.111 -6.314 -5.035
H -0.410 -6.441 -4.561
C -6.487 -2.848 -0.008
C -6.626 -4.125 -0.825
C -7.865 -4.757 -0.204
O -8.687 -3.680 0.251
C -7.942 -2.460 0.212
H -5.914 -2.070 -0.504
H -6.008 -3.070 0.951
H -6.816 -3.876 -1.872
H -5.753 -4.774 -0.784
H -7.603 -5.377 0.661
H -8.429 -5.369 -0.909
H -8.319 -1.854 -0.619
H -8.100 -1.910 1.141
C 3.475 -4.975 3.632
C 3.457 -5.880 2.405
C 2.506 -5.131 1.482
O 2.655 -3.741 1.787
C 3.401 -3.593 2.998
H 4.352 -5.105 4.263
H 2.587 -5.157 4.242
H 4.454 -5.927 1.962
H 3.130 -6.898 2.613
H 1.465 -5.414 1.668
H 2.725 -5.294 0.426
H 4.399 -3.220 2.743
H 2.911 -2.859 3.638
C 0.666 5.652 6.316
C 2.105 5.976 5.929
C 2.569 4.659 5.323
O 1.414 4.049 4.739
C 0.238 4.743 5.174
H 0.030 6.527 6.423
H 0.648 5.105 7.259
H 2.118 6.764 5.171
H 2.724 6.299 6.764
H 2.962 3.984 6.092
H 3.334 4.792 4.556
H -0.148 5.322 4.328
H -0.520 4.017 5.471
C -1.561 5.044 11.052
C -2.030 6.495 11.093
C -1.180 7.126 10.000
O -0.941 6.103 9.027
C -1.334 4.835 9.562
H -2.274 4.339 11.475
H -0.618 4.942 11.594
H -3.088 6.552 10.828
H -1.897 6.974 12.062
H -0.213 7.460 10.390
H -1.670 7.973 9.519
H -2.256 4.522 9.060
H -0.558 4.097 9.351
```

Properties
LUMO (eV): 0.08
SMILES: COCCCCCCCCCc1c(N=C(C)C)cc(CCOC=O)c2nc(S)c(CC(=O)N(C)C)nc12.C1CCOC1.C1CCOC1.C1CCOC1.C1CCOC1


(4)
H3O4PSi as an isolated structure. Source: OMol25; level of theory: ωB97M-V/def2-TZVPD.

Structure (XYZ):
```
9
H3O4PSi, DFT ωB97M-V/def2-TZVPD
O -2.135 1.115 -0.637
O -3.089 -0.060 1.432
O -3.549 -1.044 -0.937
O 0.879 -0.309 0.517
Si 0.070 -1.345 -0.253
P -2.678 -0.203 -0.018
H 0.497 -1.319 -1.632
H -0.047 -2.764 0.090
H -1.502 -1.218 -0.128
```

Properties
Net charge: -2
LUMO (eV): 6.90
ΔE to the lowest compared entry with this formula, charge and spin (kJ/mol): 87.7


(5)
A 4-piece molecular cluster, C5H20BrN8O3 overall. Source: OMol25; level of theory: ωB97M-V/def2-TZVPD.

Structure (XYZ):
```
37
C5H20BrN8O3, DFT ωB97M-V/def2-TZVPD
N -1.001 -0.077 0.093
C -2.082 -1.003 0.327
C -3.365 -0.729 -0.446
N -4.087 0.479 0.131
Br -3.790 2.107 -0.788
H -0.915 0.205 -0.873
H -0.986 0.721 0.714
H -1.791 -2.024 0.061
H -2.314 -1.011 1.397
H -3.181 -0.511 -1.495
H -4.055 -1.573 -0.383
H -5.095 0.326 0.158
H -3.766 0.633 1.090
C 0.687 -3.971 -0.338
O 0.812 -4.915 -1.092
N 0.822 -2.672 -0.738
N 0.374 -4.142 0.993
H 0.709 -1.884 -0.128
H 1.111 -2.493 -1.686
H 0.287 -5.086 1.321
H 0.333 -3.390 1.653
C 0.610 3.015 2.103
O -0.211 2.322 1.509
N 0.280 3.866 3.106
N 1.922 2.951 1.745
H 0.950 4.433 3.589
H -0.685 3.923 3.370
H 2.107 2.324 0.989
H 2.661 3.487 2.159
C 2.629 0.223 -2.434
O 1.801 -0.641 -2.682
N 2.616 0.888 -1.229
N 3.589 0.598 -3.318
H 3.258 1.602 -0.945
H 1.877 0.597 -0.613
H 3.617 0.118 -4.198
H 4.274 1.304 -3.124
```

Properties
Net charge: +1
LUMO (eV): -5.05


(6)
A 2-piece molecular cluster, C2H3N5O overall. Source: OMol25; level of theory: ωB97M-V/def2-TZVPD.

Structure (XYZ):
```
11
C2H3N5O, DFT ωB97M-V/def2-TZVPD
N -0.511 -1.426 -1.924
C 0.213 -1.225 -0.961
N 0.923 -0.799 -0.062
C 0.544 -0.337 1.152
N 1.783 -0.055 1.809
O -0.601 -0.062 1.795
H -1.077 -0.769 -2.561
H 2.451 -0.899 1.419
H 1.942 -0.218 2.955
N -1.314 2.493 -0.909
N -1.316 1.464 -1.388
```

Properties
LUMO (eV): 0.00
SMILES: N=C=NC(N)=O.N#N
ΔE to the lowest compared entry with this formula, charge and spin (kJ/mol): 173.0


(7)
A 2-piece molecular cluster, C7H17IN overall. Source: OMol25; level of theory: ωB97M-V/def2-TZVPD.

Structure (XYZ):
```
26
C7H17IN, DFT ωB97M-V/def2-TZVPD
C 1.460 0.316 -1.574
C 1.369 -0.403 0.836
C -3.087 -1.639 -0.927
C -2.185 -1.659 1.415
C 2.663 2.593 0.263
C 1.348 0.525 -0.101
C -2.001 -1.150 0.005
N 1.319 1.949 0.298
I -2.038 1.051 0.021
H 2.462 -0.016 -1.844
H 0.772 -0.456 -1.907
H 1.243 1.225 -2.126
H 1.435 -1.447 0.586
H -1.011 -1.394 -0.380
H 1.315 -0.169 1.886
H -4.073 -1.399 -0.532
H -3.016 -2.722 -1.024
H -2.997 -1.204 -1.922
H -3.120 -1.301 1.842
H -2.229 -2.749 1.390
H -1.368 -1.364 2.069
H 2.674 3.431 -0.429
H 2.941 2.953 1.250
H 3.408 1.868 -0.059
H 0.914 2.017 1.239
H 0.669 2.437 -0.335
```

Properties
Net charge: +1
LUMO (eV): -3.12
ΔE to the lowest compared entry with this formula, charge and spin (kJ/mol): 0.0


(8)
C11H29Cl4F6N3O7S as an isolated structure. Source: OMol25; level of theory: ωB97M-V/def2-TZVPD.

Structure (XYZ):
```
61
C11H29Cl4F6N3O7S, DFT ωB97M-V/def2-TZVPD
N -0.046 0.128 0.267
H -0.933 0.314 -0.247
H -0.362 -0.792 0.671
H -0.002 0.736 1.078
H 0.816 0.122 -0.265
N -1.755 -0.273 -3.611
H -1.893 -0.277 -2.567
H -0.784 -0.115 -3.880
H -2.371 0.418 -4.035
H -2.170 -1.145 -3.935
N -0.102 -3.842 -0.043
H -0.925 -4.422 0.069
H 0.721 -4.252 0.383
H -0.353 -2.916 0.428
H 0.114 -3.636 -1.047
C 2.502 -3.076 -4.418
F 2.966 -4.180 -3.886
F 3.488 -2.239 -4.725
F 1.840 -3.392 -5.539
S 1.300 -2.150 -3.282
O 2.069 -1.293 -2.390
O 0.478 -1.306 -4.160
O 0.613 -3.223 -2.568
O -1.128 -1.661 1.163
C -2.515 -1.590 0.884
C -2.934 -1.151 -0.530
O -2.496 0.093 -1.022
H -3.051 -1.015 1.650
H -2.942 -2.606 0.945
H -4.030 -1.216 -0.512
H -2.499 -1.886 -1.230
C -4.410 3.683 1.709
C -3.964 2.211 1.616
O -3.355 1.722 2.812
C -2.031 1.825 2.899
O -1.318 1.887 1.939
C -1.444 1.887 4.341
F -1.096 3.156 4.627
F -2.353 1.548 5.253
F -0.366 1.132 4.410
H -3.598 4.324 2.049
H -5.301 3.708 2.333
H -4.635 3.988 0.687
H -3.354 2.040 0.730
H -4.841 1.576 1.499
Cl 5.052 0.977 -0.942
C 3.474 1.799 -0.977
C 2.921 1.852 -2.365
Cl 3.447 3.285 -3.335
H 3.705 2.787 -0.580
H 2.860 1.290 -0.239
H 1.836 1.925 -2.294
H 3.125 1.002 -3.006
Cl 4.616 2.206 2.456
C 4.498 0.696 3.338
C 3.633 -0.353 2.603
Cl 1.899 0.100 2.525
H 4.109 1.047 4.289
H 5.508 0.290 3.323
H 3.661 -1.351 3.031
H 4.105 -0.400 1.621
```

Properties
LUMO (eV): 0.15
ΔE to the lowest compared entry with this formula, charge and spin (kJ/mol): 0.0


(9)
An isolated ion of composition C2H5IO3P and charge -1. Source: OMol25; level of theory: ωB97M-V/def2-TZVPD.

Structure (XYZ):
```
12
C2H5IO3P, DFT ωB97M-V/def2-TZVPD
C -0.308 0.420 -0.412
C -0.265 -1.026 0.318
O -1.511 -1.407 0.951
P -3.194 -1.389 -0.115
O -3.961 -2.235 0.757
O -2.817 -1.657 -1.542
I -4.000 0.900 0.093
H 0.700 0.755 -0.883
H -1.063 0.321 -1.140
H -0.526 1.255 0.292
H 0.610 -1.206 1.068
H -0.024 -1.841 -0.354
```

Properties
Net charge: -1
LUMO (eV): 2.94
SMILES: CCO[P@](=O)([O-])I
ΔE to the lowest compared entry with this formula, charge and spin (kJ/mol): 28.8


Number 1: largest force on an atom 0.0710 Eh/bohr. Number 2: largest force on an atom 0.1154 Eh/bohr. Number 3: largest force on an atom 0.0306 Eh/bohr. Number 4: largest force on an atom 0.0898 Eh/bohr. Number 5: largest force on an atom 0.0099 Eh/bohr. Number 6: largest force on an atom 0.1558 Eh/bohr. Number 7: largest force on an atom 0.0180 Eh/bohr. Number 8: largest force on an atom 0.0664 Eh/bohr. Number 9: largest force on an atom 0.0992 Eh/bohr.